122
Properties=species:S:1:pos:R:3:forces:R:3:mulliken_charge:R:1 method="wB97M-V/def2-TZVPD" orbital_gap_ev=4.16 max_force_ev_per_a=5.0 de_lowest_kcal_mol=18.2 charge=+1 energy_ha=-2518.67276 e_homo_ev=-8.06
C -5.867835 -2.656677 2.567161 -0.02 0.19 0.36 -0.643
C -6.306636 -1.837902 1.341841 0.10 -0.02 -0.25 -0.659
C -5.287642 -0.699962 1.188115 -0.41 0.35 -0.24 -0.645
N -4.227893 -1.001624 2.125546 0.73 0.49 -0.02 0.190
C -3.094410 -0.256146 2.220754 -0.40 -0.20 0.08 1.208
C -2.955797 0.924681 1.443744 0.24 0.00 -0.23 -0.406
C -1.783530 1.650210 1.491091 0.02 0.13 0.56 -1.132
C -0.749854 1.290331 2.397697 -0.28 -0.54 0.02 0.273
C 0.484157 2.019386 2.403700 1.17 -0.95 -1.69 -0.366
C 1.678453 1.304408 2.118943 -0.58 -0.03 -0.06 -0.126
C 1.621086 -0.030295 1.574660 0.33 -0.49 0.57 -0.938
C 2.728918 -0.841021 1.532831 -0.41 0.26 -0.41 -0.949
C 3.953731 -0.402893 2.105335 0.44 -0.82 0.09 1.474
N 5.020550 -1.248636 2.099820 -0.98 0.94 0.10 0.143
C 6.170183 -1.125660 2.977053 0.59 0.44 0.16 -0.597
C 7.062321 -2.332849 2.633119 -0.21 -0.15 0.31 -0.610
C 6.541708 -2.886091 1.299675 0.02 0.37 -0.30 -0.648
C 5.115555 -2.339736 1.151233 -0.24 -0.89 -0.24 -0.661
C 4.038892 0.926516 2.601687 -0.06 0.70 -0.04 -0.796
C 2.993562 1.807816 2.387977 0.34 -0.40 0.40 -0.930
C -0.909263 0.112759 3.194770 0.18 0.15 -0.72 -0.503
C -2.044677 -0.660699 3.090205 -0.06 0.11 -0.03 -0.914
C -4.458158 -2.169095 2.940024 0.00 -0.64 0.23 -0.721
H -6.535823 -2.465190 3.412582 0.02 -0.18 -0.19 0.286
H -5.860124 -3.728623 2.359225 -0.12 0.16 0.10 0.320
H -6.294273 -2.459810 0.440348 -0.12 0.13 0.18 0.289
H -7.309727 -1.425188 1.467877 0.09 -0.20 -0.09 0.305
H -4.909046 -0.640170 0.154894 0.02 -0.04 0.29 0.352
H -5.738194 0.282583 1.413853 0.10 -0.28 -0.01 0.333
H -3.776913 1.243706 0.796283 0.47 -0.17 0.14 0.463
H -1.618338 2.497612 0.817890 -0.23 -0.19 0.39 0.590
H 0.489724 3.106717 2.423942 -0.04 -0.07 0.08 0.427
H 0.689193 -0.443028 1.193022 0.11 0.33 0.14 0.490
H 2.664305 -1.837715 1.091317 -0.03 0.45 0.14 0.330
H 6.697903 -0.172415 2.803287 -0.12 -0.25 -0.02 0.306
H 5.864246 -1.135703 4.036596 0.01 0.01 -0.38 0.310
H 8.113544 -2.045152 2.573657 -0.14 -0.10 0.09 0.328
H 6.948859 -3.088665 3.416575 0.14 0.12 -0.10 0.303
H 7.151170 -2.511210 0.469476 -0.06 -0.17 0.16 0.303
H 6.542330 -3.976954 1.267837 0.11 0.17 -0.03 0.326
H 4.371786 -3.123073 1.375238 0.21 0.18 -0.01 0.310
H 4.920336 -1.995473 0.122625 -0.01 0.01 0.37 0.381
H 4.964493 1.248372 3.090663 -0.28 0.10 -0.59 0.350
H 3.149629 2.886329 2.447466 -0.07 -0.43 0.42 0.870
H -0.105257 -0.207178 3.864717 -0.28 0.27 -0.20 0.658
H -2.136156 -1.597171 3.647481 0.06 0.52 -0.11 0.423
H -4.380404 -1.923478 4.011291 -0.03 -0.02 -0.27 0.365
H -3.710714 -2.954989 2.740483 -0.10 0.23 -0.03 0.324
C -5.493209 9.172725 2.485091 -0.20 0.04 -0.16 -1.581
C -4.158802 8.780898 3.044973 0.20 -0.19 -0.05 0.692
C -4.086318 8.127704 4.272140 0.49 0.15 0.22 -1.355
C -2.856655 7.835155 4.876125 -0.26 -0.02 -0.30 0.667
C -2.840602 7.404638 6.308073 -0.22 -0.43 0.32 -1.362
C -1.685791 8.049214 4.136987 -0.55 0.33 -0.62 -0.183
N -0.413720 7.687551 4.699735 1.73 -0.25 0.16 1.503
C 0.106754 6.430893 4.942826 -0.62 0.97 2.21 0.212
C -0.645839 5.155279 5.038305 -2.07 -3.69 -2.59 -0.524
C -1.152365 4.368938 3.877406 1.08 3.15 2.40 0.725
C -2.045344 3.294290 4.345744 -0.69 -0.49 0.01 -1.880
C -1.239484 4.968658 2.568321 -0.31 0.23 -0.32 1.807
C -0.112846 5.585263 1.983308 -0.33 -0.23 -0.16 0.296
C -0.202994 6.170699 0.724294 -0.34 0.21 0.10 -1.091
C -1.443673 6.265202 0.089778 0.29 -0.04 -0.30 -0.777
C -2.573149 5.654946 0.642414 0.08 -0.14 0.26 -1.071
C -2.471318 4.979236 1.850376 0.45 0.16 0.14 -0.655
O -0.843934 4.686468 6.185131 0.74 1.10 0.22 -0.816
N 1.198502 6.622338 5.715100 -0.08 1.39 -1.57 1.222
C 1.956579 5.716146 6.513533 0.81 -1.04 0.54 0.083
C 2.362944 4.476764 5.978829 -0.08 0.31 0.48 0.334
C 2.227779 4.151312 4.531153 -0.25 -0.41 -0.27 0.059
C 2.952149 3.538201 6.828960 0.03 0.41 -0.19 -1.295
C 3.293157 3.862901 8.138937 -0.32 0.16 -0.19 0.476
C 4.015808 2.846851 8.966151 0.11 -0.18 0.22 -1.544
C 2.960462 5.129369 8.627316 0.11 -0.35 -0.36 -1.012
C 2.280492 6.064757 7.844215 -0.29 -0.56 -0.51 1.055
C 1.883957 7.353959 8.474188 0.12 0.56 0.45 -1.322
N 1.540621 7.958837 5.737212 -0.64 -0.20 -0.28 -1.411
C 0.557074 8.591576 5.154757 -0.61 -1.17 0.48 0.658
C 0.485960 10.042355 5.064774 0.36 1.24 0.04 -0.029
C 1.714351 10.688083 4.811040 -0.65 -0.02 -0.10 -0.725
C 1.743512 12.062031 4.595837 -0.17 0.01 0.17 -0.699
C 0.565002 12.810477 4.702114 -0.02 -0.23 -0.07 -0.446
C -0.640123 12.188352 5.055227 0.25 0.01 0.00 -0.753
C -0.686152 10.811243 5.252234 0.46 -0.57 -0.15 0.393
C -1.728227 8.725212 2.909933 -0.31 -0.20 -0.17 1.724
C -0.504670 9.123795 2.147451 0.27 0.07 -0.41 -2.215
C -2.974689 9.074677 2.373652 0.06 -0.09 0.35 -0.925
H -5.366111 9.737417 1.557208 -0.12 -0.09 0.12 0.383
H -6.106801 8.287199 2.275868 0.11 0.17 0.01 0.331
H -6.051296 9.795328 3.196831 0.14 -0.13 -0.17 0.346
H -5.006242 7.880410 4.804989 0.25 0.19 -0.03 0.422
H -2.238757 8.080632 6.935898 -0.06 -0.19 -0.22 0.229
H -3.872165 7.439101 6.682924 0.34 -0.06 0.04 0.533
H -2.462709 6.382386 6.432407 0.02 0.21 0.10 0.192
H -2.486371 2.733170 3.511330 0.07 0.19 0.41 0.284
H -1.466489 2.611821 4.982474 -0.34 -0.01 0.00 0.188
H -2.859672 3.715083 4.963341 0.19 -0.30 -0.03 0.395
H 0.829885 5.576439 2.532688 -0.10 -0.10 -0.26 0.231
H 0.697174 6.568930 0.256803 -0.27 0.09 0.07 0.392
H -1.528168 6.806600 -0.849189 0.04 -0.19 0.06 0.417
H -3.538560 5.705048 0.133327 0.31 0.06 0.12 0.493
H -3.351608 4.525241 2.311587 0.28 0.09 -0.18 0.427
H 2.675714 3.171545 4.341306 0.06 0.40 0.21 0.112
H 1.176165 4.060295 4.226245 0.24 0.08 0.07 -0.015
H 2.705775 4.904691 3.886700 -0.03 -0.15 0.17 0.328
H 3.181533 2.538569 6.438909 0.04 0.45 0.09 0.474
H 4.334283 3.270386 9.918985 0.01 -0.08 -0.02 0.377
H 3.377698 1.978674 9.169808 0.08 0.15 0.00 0.317
H 4.901807 2.479675 8.435016 -0.12 0.08 0.13 0.351
H 3.223889 5.387107 9.655216 -0.08 -0.01 -0.30 0.312
H 2.467693 7.471960 9.394941 -0.22 0.10 -0.16 0.467
H 2.085769 8.199433 7.811289 -0.08 -0.16 0.42 0.210
H 0.821635 7.364066 8.753540 0.14 -0.02 -0.16 0.279
H 2.615727 10.079654 4.770984 -0.15 0.21 -0.14 0.426
H 2.691308 12.539437 4.346661 -0.30 -0.04 0.10 0.394
H 0.584082 13.883315 4.506822 0.00 -0.30 0.10 0.402
H -1.549751 12.779351 5.177118 0.31 -0.17 -0.03 0.427
H -1.612367 10.318713 5.558691 0.25 0.22 -0.24 0.349
H -0.748422 9.132077 1.075963 0.19 -0.04 0.28 0.614
H -0.170019 10.139234 2.414255 -0.10 -0.32 0.03 0.331
H 0.320689 8.422393 2.302476 -0.07 0.19 -0.04 0.236
H -3.015138 9.580662 1.405428 0.06 -0.11 0.32 0.326